Entry 1:
A molecular structure, C32H25Cl2N8ORbS2, computed with the ωB97M-V functional and the def2-TZVPD basis.

Each line ends with the Mulliken charge.
Atoms and positions in Å:
Rb  0.0470  -0.6866  0.4662  0.9555
C  1.6588  2.5281  1.4195  -0.5801
C  0.3055  2.7228  2.0422  0.8122
C  0.1210  3.7034  3.0142  -0.7830
C  -1.1336  3.8612  3.5621  -0.8226
C  -2.1677  3.0447  3.1300  -0.6444
C  -1.9036  2.0777  2.1683  0.5499
N  -0.6842  1.9300  1.6388  0.3035
C  -2.9871  1.1606  1.6762  0.7207
C  -4.2153  1.1018  2.3313  -0.8704
C  -5.1971  0.2752  1.8255  -0.9342
C  -4.9290  -0.4856  0.7034  -0.8326
C  -3.6635  -0.4075  0.1282  0.7733
N  -2.7268  0.4129  0.6053  0.1062
C  -3.3060  -1.2591  -1.0573  0.7378
C  -4.1756  -2.2435  -1.5228  -0.8696
C  -3.8081  -2.9931  -2.6248  -0.5669
C  -2.5897  -2.7512  -3.2311  -0.8129
C  -1.7661  -1.7654  -2.6997  0.7826
C  -0.4144  -1.4775  -3.2832  -0.8432
N  -2.1242  -1.0402  -1.6378  -0.1472
H  2.3495  2.0736  2.1318  -0.1215
H  2.0857  3.4862  1.1176  0.5851
H  1.6132  1.8833  0.5431  -0.3602
H  0.9536  4.3148  3.3352  0.4577
H  -1.3125  4.6116  4.3212  0.4331
H  -3.1568  3.1789  3.5392  0.2774
H  -4.4023  1.6667  3.2307  0.2921
H  -6.1634  0.2147  2.3086  0.4302
H  -5.6974  -1.1263  0.3006  0.2709
H  -5.1175  -2.4420  -1.0368  0.2690
H  -4.4675  -3.7638  -3.0028  0.4350
H  -2.2699  -3.3204  -4.0932  0.3594
H  -0.2631  -2.0127  -4.2195  0.4277
H  0.3697  -1.7785  -2.5854  -0.1073
H  -0.2986  -0.4077  -3.4591  0.2553
Cl  -2.1858  -0.9540  4.5037  -0.1963
C  -0.5227  -0.4450  4.4168  0.5140
C  -0.1278  0.6576  5.1748  -0.8202
C  1.1625  1.1081  5.1391  0.6712
Cl  1.6132  2.4933  6.1055  -0.2874
C  2.1141  0.4835  4.3035  0.1724
C  3.4628  0.8936  4.1846  -0.8975
C  4.2794  0.2799  3.2782  -0.7906
C  3.7501  -0.7543  2.4791  -0.3173
N  2.5240  -1.1928  2.6012  -0.0346
C  1.6982  -0.6108  3.5017  -0.0243
C  0.3473  -1.1726  3.5850  0.1331
O  0.0164  -2.1960  2.9182  -1.0338
H  -0.8582  1.1534  5.8005  0.4851
H  3.8267  1.7008  4.8064  0.4106
H  5.3123  0.5800  3.1603  0.4116
H  4.3639  -1.2345  1.7216  0.4243
N  1.4301  2.1134  -2.4585  -0.4342
C  2.3268  1.0734  -2.4465  0.2288
N  2.1796  0.0122  -1.7186  0.2832
C  3.1746  -0.9137  -1.9924  -0.0417
C  4.0871  -0.5194  -2.9142  -0.4030
S  3.6995  1.0514  -3.5057  -0.2711
C  3.1580  -2.2062  -1.2909  -0.6853
C  3.9962  -3.2518  -1.5073  -0.3945
S  3.6157  -4.5361  -0.4183  -0.2735
C  2.3306  -3.5623  0.2524  0.1245
N  2.2114  -2.3962  -0.3153  0.6616
N  1.5229  -3.9921  1.2474  -0.3295
H  0.7739  2.1127  -1.6919  0.1918
H  1.7839  3.0229  -2.7029  0.2571
H  4.9534  -1.0519  -3.2672  0.4273
H  4.7892  -3.3453  -2.2294  0.4223
H  1.7665  -4.8534  1.7048  0.2395
H  1.1155  -3.2739  1.8703  0.2377

The value obtained for the LUMO energy is 0.1 eV. The calculation puts the total energy at -94932.9283 eV. The value obtained for the orbital gap is 6.599 eV. For the energy above the lowest of the compared OMol25 structures with the same formula, charge and spin, the calculation gives 0.296 eV. As for the net charge: 0.

Entry 2:
A molecular structure, C32H25ClCsN5P, computed with the ωB97M-V functional and the def2-TZVPD basis.

Each line ends with the Mulliken charge.
Atoms and positions in Å:
Cs  -0.0997  -0.2098  -0.0503  1.3725
N  -1.1248  2.5751  4.1855  0.0054
C  -1.0993  1.7596  3.1213  -0.4048
N  -0.1773  1.7044  2.2187  -0.1085
C  0.9144  2.5682  2.3482  -0.1010
N  1.8831  2.6572  1.5051  -0.6206
N  1.7609  1.8457  0.3671  -0.0289
C  2.8091  1.9498  -0.3541  -0.3427
C  2.9793  1.2854  -1.6641  0.5618
C  4.1609  1.5155  -2.3568  -0.6228
C  4.3259  0.9464  -3.6126  -0.4189
C  3.3085  0.1646  -4.1217  -0.6232
C  2.1678  -0.0256  -3.3490  -0.3647
N  1.9941  0.5186  -2.1531  -0.1402
C  0.9886  3.4453  3.5332  0.7982
C  2.0711  4.2967  3.7758  -0.2424
C  2.0850  5.1067  4.8901  -0.8088
C  1.0167  5.0873  5.7894  -0.3720
C  -0.0610  4.2560  5.5732  -0.9194
C  -0.0606  3.4407  4.4440  0.2232
H  -1.9027  2.5246  4.8224  0.2488
H  -1.9544  1.0934  3.0462  0.3788
H  3.6262  2.5826  -0.0090  0.3583
H  4.9307  2.1375  -1.9204  0.3700
H  5.2317  1.1165  -4.1791  0.4532
H  3.3803  -0.3005  -5.0951  0.4300
H  1.3623  -0.6553  -3.7122  0.4720
H  2.8903  4.3066  3.0721  0.4669
H  2.9269  5.7613  5.0681  0.4127
H  1.0331  5.7266  6.6618  0.4032
H  -0.8948  4.2305  6.2636  0.3662
Cl  -2.3248  -2.1501  -1.0736  -0.3063
C  -2.3103  -3.9015  -0.8185  1.1072
C  -3.4591  -4.5784  -1.1856  -0.7901
C  -3.5071  -5.9523  -1.0088  -0.4080
C  -2.4136  -6.6179  -0.4774  -0.9250
C  -1.2726  -5.9132  -0.1283  -0.0566
C  -1.1864  -4.5290  -0.2933  -0.2070
P  0.2917  -3.5759  0.2152  -0.3130
C  1.2422  -4.7641  1.2116  -0.1697
C  1.1236  -4.6767  2.5968  -0.5535
C  1.8019  -5.5629  3.4222  -0.5929
C  2.6159  -6.5380  2.8668  -0.4692
C  2.7486  -6.6298  1.4866  -0.7012
C  2.0641  -5.7502  0.6640  0.1914
C  1.2788  -3.5113  -1.3288  0.8271
C  2.5955  -3.0562  -1.2358  -0.1553
C  3.4065  -3.0103  -2.3572  -0.6995
C  2.9070  -3.4012  -3.5938  -0.6505
C  1.5932  -3.8304  -3.7005  -0.7748
C  0.7818  -3.8883  -2.5728  -0.3714
H  -4.2921  -4.0263  -1.5966  0.4471
H  -4.4013  -6.4950  -1.2847  0.3896
H  -2.4436  -7.6894  -0.3332  0.4044
H  -0.4283  -6.4462  0.2882  0.3864
H  0.4966  -3.9096  3.0369  0.3375
H  1.6997  -5.4847  4.4965  0.4000
H  3.1512  -7.2259  3.5081  0.3960
H  3.3853  -7.3902  1.0537  0.4100
H  2.1725  -5.8285  -0.4111  0.4532
H  3.0033  -2.7602  -0.2743  0.4828
H  4.4301  -2.6704  -2.2634  0.4811
H  3.5436  -3.3741  -4.4687  0.4234
H  1.1984  -4.1383  -4.6602  0.4078
H  -0.2352  -4.2478  -2.6678  0.3966

The value obtained for the LUMO energy is -2.6 eV. The calculation puts the total energy at -63395.4423 eV. The value obtained for the orbital gap is 7.869 eV. For the energy above the lowest of the compared OMol25 structures with the same formula, charge and spin, the calculation gives 0.000 eV. As for the net charge: +1.

Entry 3:
2 unconnected molecules or ions with the total composition C32H25F3NO4S, computed with the ωB97M-V functional and the def2-TZVPD basis.

Each line ends with the Mulliken charge.
Atoms and positions in Å:
F  -7.2152  0.0189  -3.0259  -0.2822
C  -5.9782  0.5919  -3.1633  0.9900
F  -5.7143  0.6653  -4.5047  -0.2830
F  -6.0814  1.8886  -2.7126  -0.2715
C  -4.9038  -0.1643  -2.4263  0.1633
C  -3.6068  -0.2061  -2.9341  -0.7426
C  -2.5816  -0.7509  -2.1816  -0.6966
C  -2.8099  -1.3423  -0.9008  1.0823
C  -1.6906  -1.8423  -0.1813  -0.8679
S  -1.7991  -3.2006  0.9003  1.2193
C  -0.1495  -3.8921  1.1225  -0.4174
C  0.1406  -5.1494  0.5892  -0.3389
C  1.3772  -5.7505  0.8296  -0.5094
C  2.3360  -5.0900  1.5996  -0.5742
C  2.0490  -3.8378  2.1431  -0.0784
C  0.7908  -3.2645  1.9443  -0.2221
O  -2.1466  -2.7504  2.2340  -0.6364
O  -2.5371  -4.2831  0.2810  -0.7605
C  -4.1756  -1.3752  -0.4681  -0.3826
C  -5.1902  -0.7884  -1.2117  -0.8875
H  -3.4095  0.2114  -3.9129  0.3790
H  -1.5655  -0.7695  -2.5715  0.3197
H  -0.6783  -1.6528  -0.5576  0.2853
H  -0.6186  -5.6617  0.0020  0.4353
H  1.5791  -6.7360  0.4071  0.3416
H  3.3056  -5.5487  1.7801  0.3758
H  2.8023  -3.3063  2.7269  0.1393
H  0.5215  -2.3312  2.4396  0.4692
H  -4.4023  -1.8542  0.4818  0.3896
H  -6.2168  -0.8038  -0.8523  0.3568
C  -0.2044  4.6593  -4.1621  -0.9901
N  0.7067  4.6888  -3.0322  0.2133
C  1.9735  5.3277  -3.3298  -0.9956
C  0.5455  3.8133  -1.9486  -0.0933
C  0.9797  2.4711  -2.0406  -0.3728
C  0.7737  1.6099  -0.9832  -0.2550
C  0.1663  2.0480  0.2123  0.3323
C  0.0755  1.2017  1.3829  -0.5380
C  1.1372  0.6741  2.0384  1.0383
C  1.0281  0.0394  3.3885  -0.9062
O  0.0243  -0.0873  4.0818  -0.6385
C  2.3999  -0.4268  3.7206  0.3375
C  3.2945  -0.0912  2.6956  0.1414
C  4.6205  -0.5139  2.7531  -0.4142
C  5.0351  -1.2815  3.8484  -0.4981
C  4.1394  -1.5855  4.8925  -0.5340
C  2.8128  -1.1498  4.8355  -0.2313
C  2.5904  0.7180  1.6506  0.4491
O  3.1258  1.3238  0.7334  -0.6532
C  -0.3381  3.3711  0.2626  -0.6914
C  -0.1235  4.2529  -0.7802  -0.3708
H  -1.1415  4.1707  -3.8714  0.2935
H  -0.4124  5.6931  -4.4717  0.3221
H  0.2345  4.1210  -5.0186  0.3085
H  2.6199  5.3354  -2.4446  0.2814
H  2.4960  4.8204  -4.1568  0.3124
H  1.7692  6.3615  -3.6389  0.3276
H  1.4612  2.1311  -2.9617  0.3827
H  1.0778  0.5657  -1.0544  0.4527
H  -0.9022  1.1191  1.8764  0.4733
H  5.2962  -0.2357  1.9478  0.4833
H  6.0644  -1.6414  3.9003  0.3856
H  4.4829  -2.1610  5.7533  0.3735
H  2.0934  -1.3481  5.6292  0.4359
H  -0.8572  3.6968  1.1606  0.4455
H  -0.4763  5.2846  -0.7456  0.3975

The value obtained for the LUMO energy is 1.2 eV. The calculation puts the total energy at -62257.6080 eV. The value obtained for the orbital gap is 4.455 eV. As for the net charge: -1.

> What is the net charge in the first record?

0

> What is the formula in the first record?

C32H25Cl2N8ORbS2